A.
# C2H2ClF

2 unconnected molecules or ions with the total composition C2H2ClF (ωB97M-V with the def2-TZVPD basis set, the Open Molecules 2025 dataset).

Structure (ORCA input):
```
! RIJCOSX wB97M-V def2-TZVPD def2/J DEFGRID3
* xyz 0 1
C -1.06 -0.92 1.11
C 0.00 -0.84 0.53
F 0.53 2.32 -1.53
Cl 1.57 -0.82 0.09
H -2.00 -1.18 1.49
H 0.97 1.44 -1.69
*
```

As for the SMILES: C#CCl.F. Its LUMO energy is 0.513 eV. As for the HOMO-LUMO gap: 10.95 eV. As for the HOMO energy: -10.437 eV. The calculation puts the molar mass at 80.489 g/mol.

The Löwdin scheme yields these atomic charges, measured in e: 0.047 -0.726 -0.141 0.698 0.016 0.105

B.
# C2H2ClF

2 unconnected molecules or ions with the total composition C2H2ClF (ωB97M-V with the def2-TZVPD basis set, the Open Molecules 2025 dataset).

Structure (ORCA input):
```
! RIJCOSX wB97M-V def2-TZVPD def2/J DEFGRID3
* xyz 0 1
C -0.04 2.01 -0.20
C 0.26 1.15 -0.95
F 0.86 0.23 -1.59
Cl 0.19 -3.07 1.31
H -0.85 -2.81 0.72
H -0.42 2.49 0.71
*
```

As for the SMILES: C#CF.Cl. Its LUMO energy is 0.684 eV. As for the HOMO-LUMO gap: 11.38 eV. As for the HOMO energy: -10.692 eV. The calculation puts the molar mass at 80.489 g/mol.

The Löwdin scheme yields these atomic charges, measured in e: 0.083 -0.261 0.126 0.308 -0.306 0.050

Of them, B has the lowest stability.

A.
# C33H38AuBF3N2O2Te

A molecular structure, C33H38AuBF3N2O2Te (ωB97M-V with the def2-TZVPD basis set, the Open Molecules 2025 dataset).

Structure (ORCA input):
```
! RIJCOSX wB97M-V def2-TZVPD def2/J DEFGRID3
* xyz -1 1
Au 0.86 0.64 1.39
C 2.15 4.56 -2.36
Te 1.45 3.68 -0.49
C -0.12 3.05 -1.81
C -0.23 4.10 -2.87
C -1.42 4.37 -3.54
C -1.49 5.38 -4.48
C -0.37 6.15 -4.76
C 0.82 5.89 -4.09
C 0.91 4.87 -3.15
H 2.74 3.79 -2.86
H 2.78 5.44 -2.22
H -1.03 2.92 -1.23
H 0.17 2.09 -2.21
H -2.30 3.78 -3.30
H -2.43 5.58 -4.99
H -0.42 6.95 -5.48
H 1.70 6.50 -4.29
C 4.24 -7.43 4.00
C 3.51 -6.22 4.57
C 4.38 -5.63 5.69
C 2.18 -6.69 5.16
C 3.25 -5.14 3.51
C 3.56 -5.32 2.17
C 3.30 -4.34 1.20
C 2.72 -3.17 1.63
O 2.36 -2.08 0.91
B 1.77 -1.15 1.82
O 1.82 -1.76 3.11
C 2.39 -2.98 2.96
C 2.64 -3.94 3.92
H 4.43 -8.15 4.80
H 5.20 -7.16 3.56
H 3.64 -7.93 3.23
H 4.63 -6.41 6.42
H 3.87 -4.83 6.22
H 5.31 -5.23 5.29
H 2.35 -7.41 5.97
H 1.57 -7.18 4.40
H 1.60 -5.86 5.57
H 4.02 -6.24 1.84
H 3.56 -4.50 0.16
H 2.38 -3.75 4.95
F -7.49 4.62 2.76
C -6.81 3.87 3.66
F -6.81 4.56 4.82
F -7.56 2.77 3.86
C -5.43 3.54 3.19
C -5.28 2.88 1.97
C -4.03 2.55 1.51
C -2.88 2.88 2.25
C -3.05 3.54 3.47
C -4.31 3.86 3.94
C -1.58 2.54 1.77
C -0.47 2.31 1.31
H -6.16 2.62 1.39
H -3.90 2.04 0.57
H -2.17 3.79 4.05
H -4.42 4.37 4.88
C -0.47 0.99 -5.75
C -0.08 -0.40 -5.26
N -0.47 -0.69 -3.90
C -1.87 -0.99 -3.65
C -2.70 0.20 -3.16
C 0.37 -0.46 -2.82
C 1.78 -0.02 -3.12
N 0.06 -0.58 -1.58
H -0.04 1.18 -6.74
H -0.10 1.76 -5.07
H -1.55 1.11 -5.83
H 0.99 -0.53 -5.36
H -0.54 -1.16 -5.91
H -1.93 -1.81 -2.92
H -2.29 -1.38 -4.58
H -2.24 0.66 -2.29
H -3.71 -0.13 -2.89
H -2.78 0.96 -3.94
H 1.80 0.89 -3.72
H 2.33 -0.80 -3.66
H 2.27 0.16 -2.17
H -0.89 -0.90 -1.42
*
```

Its LUMO energy is 2.420 eV. As for the HOMO-LUMO gap: 7.15 eV. As for the HOMO energy: -4.732 eV. The calculation puts the molar mass at 887.052 g/mol.

Atomic partial charges in e from the Löwdin method, atoms 1 to 8: 0.658 -0.454 1.172 -0.439 -0.295 -0.052 -0.104 -0.107

B.
# C33H38AuBF3N2O2Te

A molecular structure, C33H38AuBF3N2O2Te (ωB97M-V with the def2-TZVPD basis set, the Open Molecules 2025 dataset).

Structure (ORCA input):
```
! RIJCOSX wB97M-V def2-TZVPD def2/J DEFGRID3
* xyz -1 1
Au 0.12 -0.11 0.80
C 1.17 2.61 5.72
Te 0.20 1.73 3.90
C 0.93 0.01 4.97
C 0.74 0.30 6.44
C 0.46 -0.67 7.39
C 0.21 -0.32 8.71
C 0.22 1.02 9.07
C 0.51 2.00 8.12
C 0.81 1.65 6.81
H 0.91 3.64 5.95
H 2.24 2.56 5.51
H 1.99 -0.11 4.71
H 0.39 -0.88 4.64
H 0.41 -1.71 7.09
H -0.01 -1.08 9.44
H -0.01 1.31 10.09
H 0.51 3.05 8.41
C 2.44 -1.59 -7.91
C 3.12 -1.17 -6.61
C 3.64 0.27 -6.79
C 4.30 -2.11 -6.34
C 2.15 -1.22 -5.41
C 0.87 -1.76 -5.50
C 0.00 -1.80 -4.41
C 0.45 -1.29 -3.22
O -0.20 -1.17 -2.02
B 0.72 -0.54 -1.10
O 1.92 -0.32 -1.84
C 1.72 -0.77 -3.11
C 2.59 -0.73 -4.17
H 3.16 -1.53 -8.73
H 1.59 -0.95 -8.15
H 2.09 -2.63 -7.86
H 4.21 0.35 -7.71
H 4.29 0.56 -5.96
H 2.81 0.97 -6.83
H 5.01 -2.08 -7.18
H 3.95 -3.13 -6.22
H 4.83 -1.82 -5.43
H 0.52 -2.15 -6.45
H -1.00 -2.22 -4.49
H 3.59 -0.32 -4.03
F -6.75 -4.29 5.23
C -5.97 -4.79 4.25
F -5.49 -5.96 4.69
F -6.80 -5.07 3.22
C -4.89 -3.83 3.85
C -5.25 -2.64 3.23
C -4.29 -1.71 2.89
C -2.94 -1.94 3.18
C -2.59 -3.15 3.80
C -3.56 -4.09 4.13
C -1.93 -0.97 2.85
C -1.10 -0.12 2.58
H -6.29 -2.45 3.00
H -4.56 -0.79 2.40
H -1.55 -3.34 4.00
H -3.28 -5.02 4.59
C -2.43 2.05 -1.65
C -1.72 3.28 -1.09
N -0.32 3.37 -1.49
C -0.05 3.53 -2.91
C 0.36 2.26 -3.65
C 0.66 3.30 -0.52
C 2.09 3.40 -0.98
N 0.33 3.12 0.70
H -3.45 1.99 -1.24
H -1.90 1.14 -1.35
H -2.51 2.07 -2.74
H -1.74 3.25 -0.01
H -2.24 4.19 -1.43
H 0.71 4.29 -3.06
H -0.97 3.93 -3.36
H 1.32 1.90 -3.30
H 0.43 2.45 -4.72
H -0.37 1.47 -3.49
H 2.25 4.21 -1.69
H 2.40 2.46 -1.44
H 2.72 3.57 -0.12
H 1.13 3.07 1.32
*
```

Its LUMO energy is 2.286 eV. As for the HOMO-LUMO gap: 6.77 eV. As for the HOMO energy: -4.483 eV. The calculation puts the molar mass at 887.052 g/mol.

Atomic partial charges in e from the Löwdin method, atoms 1 to 8: 0.718 -0.424 1.243 -0.410 -0.295 -0.052 -0.110 -0.111

Of them, B has the lowest stability.

A.
# C2H4ClNO3

3 unconnected molecules or ions with the total composition C2H4ClNO3 (ωB97M-V with the def2-TZVPD basis set, the Open Molecules 2025 dataset).

Structure (ORCA input):
```
! RIJCOSX wB97M-V def2-TZVPD def2/J DEFGRID3
* xyz 0 1
C 2.48 0.94 -0.08
C -1.49 1.45 -0.04
N -2.58 1.04 -0.18
O 3.12 0.65 -1.20
O 2.96 0.14 0.89
O 1.62 1.80 0.03
Cl -4.99 -0.57 0.35
H -0.38 1.79 -0.03
H 2.31 -0.03 1.59
H -3.95 -0.08 0.06
H 3.07 1.33 -1.95
*
```

As for the SMILES: O=C(O)O.C#N.Cl. Its LUMO energy is 0.002 eV. As for the HOMO-LUMO gap: 10.82 eV. As for the HOMO energy: -10.822 eV. The calculation puts the molar mass at 125.511 g/mol.

Atomic partial charges in e from the Löwdin method, atoms 1 to 8: -0.635 -0.010 0.026 0.132 0.144 0.068 0.327 0.072

B.
# C2H4ClNO3

A molecular structure, C2H4ClNO3 (ωB97M-V with the def2-TZVPD basis set, the Open Molecules 2025 dataset).

Structure (ORCA input):
```
! RIJCOSX wB97M-V def2-TZVPD def2/J DEFGRID3
* xyz 0 1
C -0.49 -0.37 0.47
C 1.38 -0.19 -0.36
N 1.83 1.11 0.24
O 2.27 1.17 1.37
O 1.69 2.06 -0.54
O 1.25 -0.01 -1.64
Cl 2.44 -1.48 0.13
H -0.69 -1.40 0.13
H -0.41 -0.28 1.58
H -0.93 0.43 -0.18
H 1.07 0.94 -1.84
*
```

Its LUMO energy is -0.437 eV. As for the HOMO-LUMO gap: 9.58 eV. As for the HOMO energy: -10.015 eV. The calculation puts the molar mass at 125.511 g/mol.

Atomic partial charges in e from the Löwdin method, atoms 1 to 8: 0.069 -0.839 -0.390 0.082 0.055 -0.016 0.748 0.042

Of them, B has the lowest stability.

A.
# C6H8Cl2NO3

2 unconnected molecules or ions with the total composition C6H8Cl2NO3 (ωB97M-V with the def2-TZVPD basis set, the Open Molecules 2025 dataset).

Structure (ORCA input):
```
! RIJCOSX wB97M-V def2-TZVPD def2/J DEFGRID3
* xyz -1 1
C 2.26 -1.18 -0.27
C -0.21 -1.22 -0.34
C -3.26 -0.87 -1.67
C 2.32 2.23 1.03
C -2.34 -0.32 -0.50
C 2.23 0.79 1.39
N 1.11 -1.15 -0.73
O 3.39 -1.44 -0.24
O -0.61 -2.13 0.42
O -0.99 -0.33 -0.90
Cl 3.61 0.46 2.50
Cl 0.71 0.61 2.39
H -2.77 -1.79 -1.87
H -4.29 -1.00 -1.31
H -3.23 -0.29 -2.63
H 1.31 2.58 0.71
H 2.77 3.09 1.75
H 3.09 2.22 0.16
H -2.39 -0.98 0.37
H -2.71 0.72 -0.26
*
```

Its LUMO energy is 3.274 eV. As for the HOMO-LUMO gap: 6.45 eV. As for the HOMO energy: -3.171 eV. The calculation puts the molar mass at 213.040 g/mol.

Atomic partial charges in e from the Löwdin method, atoms 1 to 8: -0.338 -0.589 -0.061 -0.375 -0.215 -1.187 0.204 0.128

B.
# C6H8Cl2NO3

2 unconnected molecules or ions with the total composition C6H8Cl2NO3 (ωB97M-V with the def2-TZVPD basis set, the Open Molecules 2025 dataset).

Structure (ORCA input):
```
! RIJCOSX wB97M-V def2-TZVPD def2/J DEFGRID3
* xyz -1 1
C -1.76 0.89 -1.42
C -1.36 -0.76 0.15
C -0.81 -1.07 2.91
C 1.46 1.16 -2.70
C 0.09 -0.43 1.88
C 1.33 0.40 -1.41
N -2.14 -0.04 -0.75
O -1.86 1.74 -2.20
O -1.37 -1.95 0.29
O -0.66 0.08 0.78
Cl 2.25 -1.16 -1.53
Cl 2.11 1.49 -0.29
H -1.23 -1.93 2.47
H -0.15 -1.52 3.71
H -1.51 -0.27 3.42
H 1.05 2.13 -2.55
H 2.41 1.31 -3.07
H 0.76 0.63 -3.34
H 0.80 -1.09 1.40
H 0.60 0.41 2.26
*
```

Its LUMO energy is 3.414 eV. As for the HOMO-LUMO gap: 6.05 eV. As for the HOMO energy: -2.634 eV. The calculation puts the molar mass at 213.040 g/mol.

Atomic partial charges in e from the Löwdin method, atoms 1 to 8: -0.302 -0.660 -0.072 -0.356 -0.213 -1.221 0.227 0.171

Of them, B has the lowest stability.